69
Properties=species:S:1:pos:R:3 method="wB97M-V/def2-TZVPD" gap_ev=8.56 smiles="CCSCB(CSCC)CC(=O)I.ClCCCl.ClCCCl.ClCCCl.ClCCCl.ClCCCl" lumo_ev=0.30 e_above_lowest_kj_mol=0.0 spin_multiplicity=1
C 4.20 -1.78 1.63
C 3.04 -2.79 1.75
S 1.50 -2.10 2.36
C 0.64 -1.49 0.88
B 0.53 0.08 0.78
C 0.48 0.72 -0.64
S 1.55 2.18 -0.82
C 3.19 1.50 -0.41
C 3.84 2.09 0.85
C 0.46 1.04 2.04
C -0.15 0.46 3.26
O -1.13 -0.21 3.32
I 0.89 0.95 5.12
H 4.39 -1.53 0.58
H 3.93 -0.86 2.14
H 5.12 -2.17 2.06
H 3.30 -3.55 2.49
H 2.88 -3.33 0.81
H -0.36 -1.93 0.82
H 1.18 -1.85 0.00
H -0.54 1.12 -0.75
H 0.65 0.00 -1.44
H 3.83 1.69 -1.27
H 3.08 0.41 -0.31
H 3.59 3.15 0.93
H 3.50 1.60 1.76
H 4.92 2.01 0.80
H 1.45 1.43 2.26
H -0.15 1.92 1.77
Cl 3.38 4.98 -1.28
C 1.96 5.99 -1.65
C 1.51 6.80 -0.47
Cl 0.84 5.79 0.84
H 1.17 5.33 -2.00
H 2.24 6.66 -2.47
H 0.72 7.49 -0.78
H 2.33 7.38 -0.05
Cl -5.88 -3.04 2.62
C -4.47 -2.94 3.72
C -3.21 -2.54 3.00
Cl -2.64 -3.81 1.88
H -4.36 -3.91 4.21
H -4.70 -2.19 4.47
H -2.41 -2.37 3.72
H -3.35 -1.63 2.42
Cl -1.14 -8.81 0.88
C -2.29 -7.44 0.90
C -3.50 -7.72 1.74
Cl -4.55 -8.98 1.03
H -2.56 -7.23 -0.13
H -1.75 -6.59 1.31
H -4.10 -6.81 1.82
H -3.22 -8.05 2.74
Cl 0.86 -1.96 -3.16
C -0.65 -2.87 -2.88
C -1.88 -2.09 -3.29
Cl -2.18 -0.69 -2.23
H -0.69 -3.14 -1.83
H -0.59 -3.78 -3.48
H -2.75 -2.73 -3.23
H -1.79 -1.72 -4.31
Cl -0.71 4.92 -3.68
C -1.77 6.20 -4.34
C -1.00 7.26 -5.08
Cl 0.00 8.25 -3.99
H -2.33 6.62 -3.51
H -2.46 5.71 -5.02
H -1.70 7.94 -5.57
H -0.35 6.83 -5.83

19
Properties=species:S:1:pos:R:3 method="wB97M-V/def2-TZVPD" gap_ev=9.04 smiles=C1N[C@@H]2C[C@@H]3C[C@H]1[C@@H]32 lumo_ev=1.07 e_above_lowest_kj_mol=584.9 spin_multiplicity=1
C -1.81 -0.21 -0.04
C -0.02 1.27 0.40
C 1.33 0.95 -0.42
C 1.47 -0.47 0.00
C 0.47 -1.18 -0.69
C 0.36 -0.07 1.12
C -0.64 -1.01 0.42
H -2.06 -0.83 -0.91
H -2.77 -0.40 0.59
H -1.87 1.58 -1.04
H -0.08 2.15 1.02
H 1.28 1.27 -1.39
H 1.95 1.58 0.16
H 2.49 -1.07 0.28
H 0.96 -2.08 -0.62
H 0.28 -0.75 -1.85
H 0.74 0.17 2.17
H -0.92 -1.79 1.21
N -1.15 0.90 -0.42

13
Properties=species:S:1:pos:R:3 method="wB97M-V/def2-TZVPD" gap_ev="3.20 / 7.24" charge=-2 lumo_ev="7.62 / 7.56" e_above_lowest_kj_mol=45.2 spin_multiplicity=2
O 2.87 -0.72 -0.51
H 3.09 -1.63 -0.26
C 0.50 0.71 0.55
C -0.35 0.05 -0.56
C -1.78 -0.20 -0.01
H 0.70 0.09 1.41
H -0.03 1.63 0.89
H 1.42 1.13 0.16
H 0.14 -0.91 -0.70
H -0.25 0.74 -1.40
H -2.34 -0.96 -0.56
H -1.60 -0.64 0.97
H -2.36 0.73 0.02

88
Properties=species:S:1:pos:R:3 method="wB97M-V/def2-TZVPD" gap_ev="4.92 / 4.88" charge=+2 lumo_ev="-8.04 / -8.08" spin_multiplicity=2
Co -0.33 0.50 0.66
C 0.47 -3.48 1.18
C 1.20 -2.92 0.00
C 0.98 -3.63 -1.28
C 1.63 -3.27 -2.38
C 2.67 -2.21 -2.32
C 2.64 -1.38 -1.01
N 1.92 -1.88 0.15
C 2.20 1.19 -1.40
C 3.02 2.06 -2.09
C 3.34 3.29 -1.53
C 2.78 3.62 -0.31
C 1.87 2.75 0.27
N 1.59 1.56 -0.26
C 1.12 3.11 1.50
C 1.08 4.43 1.92
C 0.46 4.74 3.11
C -0.05 3.71 3.86
C -0.01 2.41 3.37
C -0.48 1.30 4.26
N 0.51 2.11 2.16
H 0.66 -4.55 1.28
H -0.60 -3.36 1.00
H 0.78 -2.97 2.09
H 0.27 -4.45 -1.28
H 1.48 -3.79 -3.32
H 3.64 -2.68 -2.53
H 3.44 1.79 -3.05
H 4.02 3.95 -2.03
H 3.06 4.54 0.18
H 1.53 5.21 1.32
H 0.41 5.76 3.46
H -0.48 3.89 4.84
H -0.33 1.58 5.30
H 0.11 0.40 4.08
H -1.54 1.10 4.13
N -3.40 -1.86 0.90
C -3.25 -2.87 1.74
C -4.03 -4.05 1.64
C -3.85 -5.05 2.54
C -2.90 -4.97 3.61
C -2.15 -3.86 3.75
C -2.32 -2.78 2.82
S -1.44 -1.42 3.02
N -1.76 -0.36 1.94
C -2.58 -0.63 0.73
C -2.99 1.86 0.18
C -3.87 2.93 0.03
C -3.40 4.14 -0.44
C -2.06 4.23 -0.79
C -1.25 3.14 -0.58
N -1.68 1.98 -0.06
H -4.12 -1.93 0.18
H -4.76 -4.14 0.84
H -4.44 -5.95 2.45
H -2.80 -5.80 4.29
H -1.43 -3.76 4.55
H -4.91 2.80 0.27
H -4.07 4.98 -0.56
H -1.65 5.14 -1.22
H -0.20 3.18 -0.84
O 6.45 -0.01 -4.71
C 6.09 0.37 -3.48
O 6.63 1.29 -2.93
C 4.88 -0.29 -2.87
C 4.98 -0.49 -1.42
C 4.02 -0.95 -0.60
C 1.90 -0.24 -1.82
C 2.46 -0.90 -3.13
C 3.79 -0.42 -3.63
N 0.51 -0.37 -1.55
C -0.45 -0.74 -2.27
C -1.75 -0.73 -1.56
C -2.91 -0.66 -2.26
C -4.24 -0.39 -1.76
C -4.58 0.10 -0.56
C -3.60 0.51 0.52
N -1.54 -0.75 -0.20
H 5.99 -0.82 -4.97
H 5.92 -0.21 -0.98
H 4.23 -1.03 0.46
H 1.74 -0.94 -3.94
H 3.85 -0.15 -4.68
H -0.41 -1.05 -3.31
H -2.82 -0.80 -3.33
H -5.05 -0.59 -2.45
H -5.64 0.25 -0.34
H -4.17 0.62 1.45

9
Properties=species:S:1:pos:R:3 method="wB97M-V/def2-TZVPD" gap_ev="6.99 / 7.68" lumo_ev="-1.68 / -1.42" e_above_lowest_kj_mol=200.5 spin_multiplicity=1
C 0.67 0.23 0.95
C -0.63 0.06 0.08
S 0.37 0.27 -2.40
I -2.04 1.61 0.02
I -1.53 -1.94 0.11
H 0.19 0.31 1.93
H 1.24 -0.69 0.81
H 1.15 1.16 0.55
H 0.57 -1.00 -2.06

14
Properties=species:S:1:pos:R:3 method="wB97M-V/def2-TZVPD" gap_ev=9.87 smiles="C=C(C)NC" lumo_ev=1.13 e_above_lowest_kj_mol=94.4 spin_multiplicity=1
C 1.49 -0.96 0.04
C 0.51 0.11 -0.33
C 0.85 1.40 -0.21
C -1.83 -0.23 0.43
N -0.84 -0.23 -0.66
H 2.01 -0.61 0.92
H 1.01 -1.92 0.25
H 2.16 -1.20 -0.79
H 1.90 1.66 -0.10
H 0.15 2.21 -0.14
H -1.77 -1.17 0.98
H -1.70 0.65 1.07
H -2.80 -0.09 -0.05
H -1.16 0.37 -1.40

186
Properties=species:S:1:pos:R:3 method="wB97M-V/def2-TZVPD" gap_ev="1.20 / 9.00" charge=-1 lumo_ev="2.07 / 2.03" spin_multiplicity=2
C -2.20 -2.94 2.94
C -2.37 -1.83 3.94
O -3.72 -1.71 4.17
H -2.61 -3.91 3.24
H -1.11 -3.00 2.91
H -2.53 -2.61 1.95
H -1.93 -0.95 3.46
H -1.80 -1.95 4.86
H -3.90 -1.04 4.83
C -0.88 0.17 0.48
C -0.02 -1.09 0.34
O 1.06 -0.91 1.28
H -1.86 -0.03 0.05
H -0.45 1.10 0.11
H -1.18 0.19 1.53
H 0.50 -1.05 -0.62
H -0.56 -2.00 0.59
H 1.78 -1.45 0.94
C -2.68 -10.42 -1.73
O -1.69 -9.62 -1.01
C -2.00 -8.21 -1.13
C -0.97 -7.36 -0.29
N 0.23 -7.15 -1.07
C 1.10 -6.16 -0.34
C 0.58 -4.69 -0.56
O 0.96 -4.04 -1.79
C 2.26 -3.50 -1.73
H -2.37 -11.43 -1.99
H -3.24 -9.99 -2.55
H -3.47 -10.58 -0.99
H -2.95 -7.92 -0.70
H -1.85 -7.82 -2.14
H -0.72 -7.93 0.61
H -1.47 -6.44 0.01
H 0.88 -7.91 -0.92
H 2.13 -6.15 -0.70
H 1.02 -6.25 0.74
H 0.93 -4.05 0.25
H -0.50 -4.73 -0.40
H 2.97 -4.30 -1.52
H 2.27 -2.83 -0.87
H 2.60 -2.90 -2.58
C 4.61 5.11 -5.22
O 3.49 4.50 -5.65
C 3.16 4.55 -7.08
C 2.01 3.64 -7.33
N 2.05 2.37 -6.61
C 0.76 1.74 -6.25
C 0.83 0.21 -6.16
O 1.67 -0.25 -5.10
C 1.11 -0.27 -3.82
H 5.11 4.32 -4.65
H 4.23 5.86 -4.52
H 5.19 5.54 -6.03
H 4.04 4.25 -7.66
H 2.88 5.54 -7.43
H 1.84 3.46 -8.39
H 1.11 4.09 -6.92
H 2.59 2.62 -5.79
H 0.08 2.09 -7.03
H 0.39 2.14 -5.31
H 1.28 -0.06 -7.11
H -0.13 -0.30 -6.14
H 0.70 0.68 -3.47
H 1.82 -0.70 -3.11
H 0.24 -0.92 -3.84
C -7.56 -8.09 -1.80
O -7.83 -6.90 -2.47
C -6.83 -5.95 -1.92
C -7.18 -4.67 -2.52
N -6.04 -3.70 -2.47
C -5.88 -3.08 -1.19
C -4.74 -2.08 -1.41
O -5.16 -0.99 -2.22
C -4.12 0.02 -2.44
H -6.55 -8.36 -1.48
H -7.88 -8.87 -2.50
H -8.17 -8.13 -0.90
H -5.83 -6.34 -2.13
H -6.74 -5.92 -0.83
H -8.06 -4.19 -2.08
H -7.49 -4.99 -3.51
H -6.08 -2.96 -3.16
H -5.58 -3.85 -0.47
H -6.75 -2.49 -0.89
H -3.93 -2.53 -1.98
H -4.21 -1.82 -0.50
H -3.44 0.09 -1.60
H -4.51 1.03 -2.60
H -3.62 -0.24 -3.37
C 0.64 0.36 4.68
O 1.41 1.58 4.50
C 2.50 1.41 3.65
C 3.11 2.68 3.03
N 3.76 2.71 1.66
C 3.03 1.79 0.77
C 3.23 1.95 -0.77
O 3.10 3.36 -1.03
C 3.60 3.97 -2.18
H -0.04 0.71 5.46
H 1.35 -0.41 4.97
H 0.20 -0.23 3.88
H 2.17 0.76 2.85
H 3.29 0.83 4.13
H 3.70 3.25 3.74
H 2.24 3.33 2.97
H 3.62 3.62 1.25
H 1.96 1.94 0.94
H 3.16 0.72 0.90
H 2.50 1.32 -1.28
H 4.18 1.58 -1.17
H 4.62 3.64 -2.35
H 3.61 5.06 -2.09
H 3.10 3.82 -3.14
C 2.38 8.27 7.69
O 1.45 7.62 6.89
C 0.03 8.05 6.95
C -0.85 6.84 7.18
N -1.39 6.34 5.93
C -0.24 5.94 5.11
C -0.61 4.86 4.07
O -1.33 3.73 4.62
C -1.58 2.75 3.64
H 2.12 8.26 8.75
H 2.47 9.34 7.50
H 3.39 7.86 7.64
H -0.14 8.52 5.98
H -0.21 8.82 7.68
H -1.68 7.20 7.79
H -0.22 6.20 7.80
H -1.65 7.24 5.54
H 0.64 5.63 5.68
H 0.04 6.80 4.49
H 0.31 4.55 3.59
H -1.10 5.37 3.23
H -2.00 1.80 3.97
H -0.60 2.44 3.28
H -2.18 3.19 2.85
C -0.94 6.23 -5.07
O -1.13 5.40 -3.88
C -0.05 5.27 -2.93
C -0.43 4.37 -1.77
N -1.22 5.16 -0.83
C -1.57 4.34 0.32
C -2.76 3.31 0.07
O -4.00 4.03 -0.05
C -5.15 3.31 -0.44
H -0.98 7.27 -4.75
H -1.66 5.88 -5.81
H 0.02 6.04 -5.55
H 0.24 6.28 -2.63
H 0.80 4.79 -3.41
H 0.49 4.02 -1.31
H -0.83 3.53 -2.34
H -1.97 5.65 -1.29
H -1.99 4.85 1.19
H -0.74 3.74 0.70
H -2.94 2.45 0.71
H -2.54 2.89 -0.92
H -4.89 2.91 -1.42
H -6.00 3.98 -0.56
H -5.40 2.53 0.28
C 6.95 -4.38 -0.50
O 5.69 -3.66 -0.82
C 5.66 -2.30 -0.50
C 5.14 -2.18 1.02
N 3.85 -2.80 1.36
C 3.42 -2.57 2.76
C 2.15 -3.31 3.28
O 2.35 -4.78 3.34
C 3.20 -5.36 4.28
H 7.87 -3.96 -0.91
H 7.05 -5.41 -0.84
H 7.01 -4.55 0.58
H 4.99 -1.70 -1.11
H 6.61 -1.80 -0.68
H 5.00 -1.12 1.23
H 5.94 -2.53 1.67
H 3.88 -3.79 1.15
H 3.26 -1.50 2.86
H 4.22 -3.01 3.36
H 1.34 -3.11 2.58
H 1.81 -2.86 4.22
H 3.08 -6.43 4.09
H 2.73 -5.12 5.23
H 4.27 -5.17 4.18

29
Properties=species:S:1:pos:R:3 method="wB97M-V/def2-TZVPD" gap_ev=5.36 charge=-1 lumo_ev=2.76 e_above_lowest_kj_mol=37.7 spin_multiplicity=1
C -3.92 0.82 3.36
C -2.44 0.83 3.36
C -1.73 -0.37 3.40
C -0.35 -0.38 3.44
C 0.37 0.82 3.45
S 2.04 0.82 3.47
C -0.35 2.03 3.41
C -1.73 2.02 3.36
H -4.34 1.83 3.36
H -4.32 0.30 2.48
H -4.31 0.31 4.24
H -2.27 -1.30 3.40
H 0.19 -1.31 3.44
H 0.20 2.96 3.40
H -2.26 2.96 3.35
C 1.94 -1.30 -5.59
C 3.14 -1.42 -4.91
C 3.20 -1.16 -3.56
C 2.05 -0.78 -2.86
N 2.12 -0.51 -1.52
C 1.20 -0.16 -0.72
S 0.08 0.25 0.29
C 0.84 -0.67 -3.56
C 0.79 -0.93 -4.91
H 1.89 -1.49 -6.64
H 4.03 -1.71 -5.44
H 4.12 -1.25 -3.03
H -0.05 -0.38 -3.02
H -0.14 -0.83 -5.44

8
Properties=species:S:1:pos:R:3 method="wB97M-V/def2-TZVPD" gap_ev=10.89 smiles=C1CN1 lumo_ev=1.29 e_above_lowest_kj_mol=144.4 spin_multiplicity=1
C 0.70 -0.06 -0.11
C -0.61 -0.46 -0.05
H 1.40 -0.32 -0.93
H 1.33 0.00 0.82
H -0.84 -0.89 0.92
H -1.18 -0.70 -1.01
H -0.51 1.50 0.61
N -0.30 0.93 -0.24